DFT (ωB97M-V/def2-TZVPD) results for the molecule BrHIP in a non-equilibrium geometry.

The calculation puts the total energy at -87445.861 eV. Its energy above the lowest of the compared OMol25 structures with the same formula, charge and spin is 63.90 kcal/mol. As for the orbital gap (alpha / beta): 6.59 / 6.59 eV. For the HOMO energy (alpha / beta), the calculation gives -7.9 / -7.9 eV.

Geometry as XYZ:
```
4
Properties=species:S:1:pos:R:3:nbo_charge:R:1
I -1.040 -0.259 0.718 0.0694
Br 2.332 -0.997 -0.464 -0.2659
P 1.017 0.731 -1.176 0.1134
H -2.308 0.524 0.922 0.0831
```

=====

DFT (ωB97M-V/def2-TZVPD) results for the ion BrHNO with charge -1 in a non-equilibrium geometry.

The calculation puts the total energy at -73595.193 eV. Its energy above the lowest of the compared OMol25 structures with the same formula, charge and spin is 2.84 kcal/mol. As for the orbital gap (alpha / beta): 7.49 / 7.49 eV. For the HOMO energy (alpha / beta), the calculation gives -3.1 / -3.1 eV. Its charge is -1.

Geometry as XYZ:
```
4
Properties=species:S:1:pos:R:3:nbo_charge:R:1
Br 1.748 -0.531 -0.066 -0.5440
O -0.757 1.194 -0.234 -0.5373
N -0.336 0.134 0.404 -0.1785
H -0.655 -0.797 -0.104 0.2598
```

=====

DFT (ωB97M-V/def2-TZVPD) results for the ion BrHNO2S with charge -1 in a non-equilibrium geometry.

The calculation puts the total energy at -86478.002 eV. Its energy above the lowest of the compared OMol25 structures with the same formula, charge and spin is 31.76 kcal/mol. As for the orbital gap: 8.18 eV. For the HOMO energy, the calculation gives -4.3 eV. Its charge is -1.

Geometry as XYZ:
```
6
Properties=species:S:1:pos:R:3:nbo_charge:R:1
Br -3.216 -0.325 0.034 -0.6087
S -1.540 1.287 -0.249 1.5165
O 0.045 1.458 -0.976 -0.6644
O -1.244 1.584 1.114 -0.9965
N -0.424 0.070 -0.705 -0.5795
H 0.012 -0.323 0.124 0.3325
```

=====

DFT (ωB97M-V/def2-TZVPD) results for the molecule BrIO2S2 in a non-equilibrium geometry.

The calculation puts the total energy at -103905.043 eV. Its energy above the lowest of the compared OMol25 structures with the same formula, charge and spin is 50.52 kcal/mol. As for the orbital gap (alpha / beta): 4.48 / 4.52 eV. For the HOMO energy (alpha / beta), the calculation gives -8.5 / -8.5 eV.

Geometry as XYZ:
```
6
Properties=species:S:1:pos:R:3:nbo_charge:R:1
I -2.053 1.654 -0.032 -0.4314
Br 2.818 0.966 0.052 -0.2305
S -0.663 -1.630 -0.340 1.7257
S 0.572 1.176 -0.072 0.4943
O 0.312 -0.419 -0.611 -0.8528
O -0.986 -1.747 1.002 -0.7052
```

=====

DFT (ωB97M-V/def2-TZVPD) results for a structure of composition BrMg in a non-equilibrium geometry.

As for the expectation value of S²: 0.752. Its spin multiplicity is 2. The calculation puts the total energy at -75464.686 eV. Its energy above the lowest of the compared OMol25 structures with the same formula, charge and spin is 2.75 kcal/mol. As for the orbital gap (alpha / beta): 10.08 / 7.45 eV. For the HOMO energy (alpha / beta), the calculation gives -23.7 / -23.2 eV. Its charge is +2.

Geometry as XYZ:
```
2
Properties=species:S:1:pos:R:3:nbo_charge:R:1
Br 0.750 -0.744 0.510 0.1781
Mg -0.750 0.744 -0.510 1.8219
```

=====

DFT (ωB97M-V/def2-TZVPD) results for a structure of composition BrNa2 in a non-equilibrium geometry.

The calculation puts the total energy at -78870.267 eV. Its energy above the lowest of the compared OMol25 structures with the same formula, charge and spin is 0.00 kcal/mol. As for the orbital gap: 6.44 eV. For the HOMO energy, the calculation gives -12.5 eV. Its charge is +1.

Geometry as XYZ:
```
3
Properties=species:S:1:pos:R:3:nbo_charge:R:1
Br 0.336 -1.298 1.328 -0.8546
Na 0.848 -0.149 -1.459 0.9186
Na -1.184 1.447 0.131 0.9359
```